ORCA calculation (the ωB97M-V functional and the def2-TZVPD basis) on the molecule C6H8OS at a distorted geometry.

Each atom is followed by the atoms it is bonded to, with distances in Å.
Cartesian coordinates (Å):
1 C -0.21742 1.67668 -1.43620  H8 1.095, H9 1.094, S15 1.845, O16 1.386
2 C -1.00136 -0.97123 0.40354  H10 1.066, C11 1.479, C13 1.338
3 H -2.60433 -1.08654 -0.91308  C13 1.079
4 H 1.87374 -0.88095 2.33328  C6 1.113
5 H 0.29397 -1.89463 2.52147  C6 1.082
6 C 0.86266 -1.16312 1.96298  H4 1.113, H5 1.082, C11 1.337
7 C 1.14571 0.39817 0.06465  C11 1.502, H12 1.127, H14 1.091, O16 1.429
8 H -1.00731 2.42292 -1.30104  C1 1.095
9 H 0.51035 1.97169 -2.19826  C1 1.094
10 H -1.55372 -1.56101 1.09883  C2 1.066
11 C 0.36543 -0.61956 0.84731  C2 1.479, C6 1.337, C7 1.502
12 H 1.52326 -0.02516 -0.90974  C7 1.127
13 C -1.61153 -0.69369 -0.75413  C2 1.338, H3 1.079, S15 1.778
14 H 2.02310 0.73186 0.62016  C7 1.091
15 S -0.93634 0.14443 -2.16941  C1 1.845, C13 1.778
16 O 0.33380 1.55016 -0.17035  C1 1.386, C7 1.429

E: -19232.67713 eV
Charge: 0
Kohn-Sham gap: 8.9 eV
2S+1: 1
Relative energy (zero: lowest compared OMol25 entry of this formula, charge and spin): 36.6 kcal per mole